--- a ---
A cluster of 5 separate species, C5H20O5 in total, computed with the ωB97M-V functional and the def2-TZVPD basis.

Properties
- Orbital gap: 0.3692 Eh
- Structure (SMILES): CO.CO.CO.CO.CO
- E_HOMO: -9.78 eV

Geometry (Å):
C -0.509 -0.953 1.134
O -0.594 -0.382 -0.168
H -0.848 -1.982 1.014
H 0.541 -0.931 1.427
H -1.154 -0.422 1.834
H -0.170 0.476 -0.088
C -0.072 2.826 0.554
O 0.677 1.975 -0.269
H 0.289 3.844 0.403
H -1.121 2.849 0.259
H -0.003 2.520 1.598
H 0.834 2.409 -1.111
C 2.879 0.703 2.737
O 4.296 0.475 2.619
H 2.508 0.182 3.620
H 2.637 1.760 2.846
H 2.470 0.334 1.796
H 4.632 0.759 1.766
C 0.447 -1.801 -2.769
O 1.283 -1.894 -1.674
H -0.429 -2.414 -2.559
H 0.243 -0.738 -2.900
H 1.038 -2.216 -3.586
H 0.854 -1.439 -0.946
C -3.664 -0.978 -1.568
O -3.353 -1.028 -0.136
H -3.724 -1.974 -2.006
H -4.679 -0.587 -1.650
H -2.912 -0.381 -2.083
H -2.395 -0.993 -0.095

***

--- b ---
A cluster of 5 separate species, C5H20O5 in total, computed with the ωB97M-V functional and the def2-TZVPD basis.

Properties
- Orbital gap: 0.3745 Eh
- Structure (SMILES): CO.CO.CO.CO.CO
- E_HOMO: -9.74 eV

Geometry (Å):
C 1.242 -1.360 -4.195
O 1.482 -0.826 -5.489
H 0.986 -0.602 -3.454
H 0.389 -2.049 -4.247
H 2.036 -2.024 -3.829
H 2.422 -0.668 -5.597
C -3.610 0.400 -0.842
O -4.750 1.171 -1.229
H -3.167 0.870 0.034
H -3.918 -0.617 -0.591
H -2.875 0.331 -1.641
H -4.663 1.389 -2.158
C 3.420 0.504 0.026
O 2.532 -0.391 -0.643
H 4.170 -0.028 0.615
H 3.900 1.189 -0.679
H 2.840 1.116 0.714
H 3.086 -1.008 -1.128
C -0.247 0.409 0.890
O -0.293 -0.269 -0.340
H -0.508 1.464 0.770
H -0.944 -0.045 1.601
H 0.732 0.313 1.376
H 0.592 -0.486 -0.641
C -0.557 0.420 5.273
O -1.508 -0.011 4.311
H -0.862 1.388 5.675
H -0.424 -0.313 6.068
H 0.408 0.578 4.784
H -1.911 -0.844 4.566

***

Most stable to least stable: a, b